C60H159N9O24 | wB97M-V/def2-TZVPD

XYZ file:
```
252
Properties=species:S:1:pos:R:3
C 0.9464 5.3045 1.3977
O 2.0725 4.9506 0.5601
C 2.2588 5.7737 -0.5743
C 3.2836 5.3374 -1.5779
N 4.6358 5.1663 -0.9983
C 5.5445 4.9591 -2.1307
C 6.9944 4.8835 -1.5457
O 7.8763 4.3446 -2.4328
C 9.2638 4.5301 -2.1367
H -0.0349 5.0574 0.9927
H 0.8968 6.3648 1.6456
H 0.9391 4.7441 2.3326
H 2.4397 6.8238 -0.3445
H 1.3505 5.8947 -1.1645
H 3.2704 6.0835 -2.3725
H 2.9704 4.4432 -2.1168
H 4.5594 4.3500 -0.4085
H 5.3948 5.7434 -2.8727
H 5.2068 4.0187 -2.5664
H 6.9182 4.2577 -0.6565
H 7.2534 5.8832 -1.1969
H 9.4544 5.5895 -2.3085
H 9.8235 3.8927 -2.8213
H 9.5446 4.2680 -1.1167
C 4.8937 1.0533 -3.4530
O 6.2702 1.0189 -3.9282
C 6.6927 2.1537 -4.6816
C 8.1777 2.0006 -4.8404
N 8.4565 0.7693 -5.5333
C 9.9049 0.6050 -5.6576
C 10.3250 -0.8216 -6.0396
O 9.7845 -1.7300 -5.0992
C 10.0698 -3.1184 -5.5461
H 4.1792 1.4599 -4.1686
H 4.7960 1.6828 -2.5685
H 4.5169 0.0693 -3.1739
H 6.4208 3.1102 -4.2353
H 6.1487 2.1404 -5.6261
H 8.5451 1.8920 -3.8199
H 8.6198 2.9021 -5.2646
H 8.0992 0.0404 -4.9325
H 10.4839 0.6739 -4.7367
H 10.2744 1.3592 -6.3525
H 11.3656 -0.9336 -6.3441
H 9.8381 -0.9905 -7.0000
H 11.1452 -3.2790 -5.6229
H 9.6921 -3.2276 -6.5627
H 9.6624 -3.8895 -4.8923
C -5.7839 -5.0479 -1.1912
O -4.4570 -4.6705 -1.1990
C -3.5363 -5.6633 -0.7880
C -2.0521 -5.1801 -0.7227
N -1.7277 -4.4776 -1.9401
C -0.8078 -3.3257 -1.7435
C -0.5818 -2.6953 -3.1411
O -1.7881 -2.0686 -3.5512
C -1.8222 -1.6029 -4.9059
H -6.1681 -5.4054 -0.2358
H -6.0146 -5.7602 -1.9833
H -6.3427 -4.1379 -1.4099
H -3.6074 -6.5164 -1.4628
H -3.8688 -5.9814 0.2001
H -1.4429 -6.0836 -0.6982
H -1.8348 -4.5446 0.1358
H -2.5677 -4.0512 -2.3043
H 0.1258 -3.8245 -1.4833
H -1.0702 -2.5266 -1.0501
H -0.3735 -3.5238 -3.8180
H 0.2967 -2.0512 -3.1791
H -1.8920 -2.4670 -5.5666
H -0.9601 -0.9835 -5.1532
H -2.7039 -0.9982 -5.1182
C -2.7835 0.0723 5.1651
O -2.8816 0.2373 6.5997
C -4.2113 -0.1346 7.0387
C -4.4735 0.5333 8.4233
N -3.6488 -0.0785 9.5077
C -3.7944 0.6534 10.7758
C -2.6550 0.3584 11.8213
O -2.9994 1.1653 12.9174
C -2.3500 0.7857 14.1010
H -3.4107 0.8504 4.7300
H -3.0806 -0.9301 4.8568
H -1.7561 0.1733 4.8156
H -4.1589 -1.2175 7.1511
H -5.0168 0.1781 6.3743
H -5.5153 0.4134 8.7208
H -4.3223 1.5931 8.2183
H -2.6828 -0.2634 9.2782
H -4.7602 0.4125 11.2199
H -3.8093 1.7317 10.6170
H -1.6842 0.6504 11.4210
H -2.6975 -0.6946 12.0999
H -2.5707 1.5962 14.7956
H -1.2752 0.6576 13.9728
H -2.8186 -0.1066 14.5161
C -12.4721 -0.0860 -4.6720
O -11.6466 0.5877 -3.7033
C -11.1513 -0.3182 -2.6986
C -10.1586 0.4674 -1.8227
N -8.8116 0.3261 -2.3899
C -7.7930 0.9766 -1.5601
C -6.3806 0.8444 -2.2003
O -6.0812 1.7988 -3.2303
C -6.6568 1.6287 -4.5081
H -12.8674 0.6206 -5.4018
H -13.3830 -0.3954 -4.1595
H -12.1261 -0.9849 -5.1821
H -10.7221 -1.1971 -3.1797
H -11.9908 -0.6018 -2.0638
H -10.2082 0.0042 -0.8373
H -10.3220 1.5414 -1.7341
H -8.8386 0.7830 -3.2902
H -7.9483 0.5441 -0.5717
H -8.0880 2.0236 -1.4907
H -6.2148 -0.1614 -2.5863
H -5.6899 1.0760 -1.3895
H -6.2220 2.2681 -5.2763
H -7.7396 1.7300 -4.4344
H -6.4053 0.6144 -4.8181
C -3.6012 -1.0725 0.3820
O -2.8502 0.0917 0.2271
C -2.2337 0.5654 1.3861
C -1.1207 1.6547 0.9758
N -0.1158 1.1438 -0.0134
C 0.7123 2.2381 -0.5955
C 1.6172 1.6984 -1.7425
O 0.7864 1.0754 -2.7893
C 1.4494 0.8288 -4.0083
H -4.1650 -1.1949 -0.5427
H -4.2500 -0.9676 1.2516
H -2.8764 -1.8709 0.5415
H -1.6583 -0.2535 1.8178
H -2.9967 0.8937 2.0918
H -0.6730 1.9391 1.9281
H -1.4893 2.6370 0.6802
H -0.6619 0.6769 -0.7232
H 1.4375 2.6589 0.1010
H 0.0593 3.0339 -0.9539
H 2.2564 0.9307 -1.3065
H 2.3079 2.4323 -2.1577
H 1.6938 1.7787 -4.4838
H 0.7322 0.3111 -4.6452
H 2.2834 0.1308 -3.9352
C -1.7672 -3.2368 2.9755
O -3.1336 -3.0731 2.7878
C -3.9683 -3.7496 3.6833
C -5.3622 -3.1634 3.5479
N -6.0242 -3.3235 2.2834
C -7.2807 -2.6315 2.2909
C -7.1890 -1.1242 2.0360
O -6.5542 -0.4327 3.1455
C -6.2880 0.9596 2.8909
H -1.3884 -4.2525 2.8622
H -1.3198 -2.8129 3.8745
H -1.3018 -2.7946 2.0946
H -3.5385 -3.6006 4.6738
H -3.9082 -4.8048 3.4167
H -5.1984 -2.1250 3.8361
H -6.0032 -3.5090 4.3589
H -5.3460 -2.8732 1.6856
H -7.9674 -2.8569 3.1068
H -7.8067 -2.9908 1.4064
H -8.1950 -0.7306 1.8907
H -6.5905 -0.9951 1.1342
H -7.1846 1.5736 2.8050
H -5.7215 1.0786 1.9673
H -5.6028 1.3696 3.6329
C 1.5870 1.0713 3.4610
O 0.8860 0.0376 4.1716
C 1.2451 0.1559 5.5765
C 0.6534 -1.0115 6.3491
N 1.2730 -2.2637 5.9096
C 0.6132 -3.3871 6.5393
C 1.3191 -4.5934 5.9625
O 0.6822 -4.9342 4.7113
C 0.8377 -6.3156 4.2808
H 1.3581 2.0614 3.8551
H 1.2560 1.0395 2.4229
H 2.6618 0.9572 3.3196
H 0.8501 1.0691 6.0215
H 2.3346 0.1660 5.5465
H -0.4070 -1.1848 6.1659
H 0.8308 -0.7565 7.3939
H 1.2763 -2.2553 4.8996
H -0.4724 -3.4201 6.4474
H 0.7910 -3.3171 7.6125
H 1.2072 -5.3977 6.6896
H 2.4020 -4.5266 5.8574
H 1.8445 -6.6483 4.0285
H 0.1848 -6.4154 3.4136
H 0.4450 -7.0025 5.0305
C 5.8786 -1.9092 -0.7851
O 5.1362 -3.0515 -1.1665
C 3.9153 -2.7848 -1.8406
C 2.7954 -2.3740 -0.8846
N 2.4025 -3.5322 -0.0920
C 1.5166 -3.2853 1.0673
C 2.2531 -2.5160 2.1551
O 3.2898 -3.3293 2.6461
C 4.2172 -2.7728 3.5532
H 6.8935 -2.0869 -0.4295
H 5.3119 -1.3950 -0.0088
H 6.0324 -1.1982 -1.5969
H 3.7166 -3.7120 -2.3781
H 4.0737 -2.0929 -2.6678
H 1.9563 -2.1155 -1.5306
H 3.0891 -1.5764 -0.2022
H 3.2697 -3.7664 0.3698
H 1.0736 -4.1825 1.4995
H 0.6216 -2.7409 0.7660
H 1.5677 -2.2609 2.9633
H 2.6034 -1.5477 1.7977
H 3.6788 -2.4261 4.4353
H 4.8622 -1.9823 3.1695
H 4.7636 -3.6467 3.9078
C 3.9590 5.2182 -5.7341
O 3.6143 4.0797 -5.0574
H 5.0273 5.0909 -5.9092
H 3.4143 5.3497 -6.6690
H 3.7433 6.0482 -5.0613
H 3.7746 3.3013 -5.5958
C 0.4204 5.1560 -3.7440
O 0.2400 6.5272 -3.4259
H -0.3184 4.8017 -4.4628
H 1.4176 5.0530 -4.1718
H 0.3382 4.5687 -2.8294
H -0.6433 6.7087 -3.0965
C 2.3534 2.5749 -7.8383
O 3.3546 2.1132 -6.8932
H 1.8558 1.6887 -8.2323
H 1.6805 3.2915 -7.3675
H 2.8313 3.1149 -8.6557
H 3.3437 1.1554 -6.9576
C 4.1124 1.7969 1.0754
O 4.9933 2.2679 0.0663
H 3.4449 2.5796 1.4359
H 3.5462 0.9654 0.6558
H 4.6363 1.4343 1.9598
H 5.8663 1.8829 0.1718
C -2.8531 2.2475 -2.7478
O -1.5739 2.3048 -3.4547
H -2.6144 2.2271 -1.6845
H -3.4971 3.0936 -2.9877
H -3.3517 1.3190 -3.0260
H -0.9456 1.6513 -3.1389
C 4.3995 -1.4771 -6.2241
O 3.4551 -0.6398 -6.8990
H 5.3568 -1.0360 -5.9464
H 3.9104 -1.7895 -5.3014
H 4.5286 -2.3931 -6.8007
H 2.6273 -1.1251 -6.8725
```

Spin multiplicity: 1
Net charge: 0
Calculated total energy in Ha: -4679.36077
Frontier orbital gap in hartree: 0.320